Below is the molecule C7H11N3 at a distorted geometry, with properties calculated with ωB97M-V/def2-TZVPD.

Computed properties:
Energy: -437.3408 Eh
Energy above the lowest of the compared OMol25 structures with the same formula, charge and spin: 1.1971 eV
Max |F|: 8.0 eV Å⁻¹
Lowest unoccupied orbital energy (spin up / spin down): 0.614 / -1.796 eV
Multiplicity: 3

CARTESIAN COORDINATES (ANGSTROEM)
C1 -0.14662 -1.64617 0.02779
C2 0.72570 0.86178 0.06674
C3 -0.63184 0.66913 0.01226
C4 1.19147 -1.32132 -0.49024
C5 -1.55982 1.91752 0.12389
C6 3.09383 0.23428 0.24373
C7 -2.51561 -0.89471 -0.20070
N1 -0.31343 -2.67205 0.62619
N2 1.66569 -0.16095 -0.17201
N3 -1.11237 -0.59210 -0.20968
H1 1.25906 1.75495 0.10171
H2 1.91577 -2.20899 -0.69263
H3 -0.79955 2.82824 0.12331
H4 -1.98715 1.83360 1.10841
H5 -2.11647 1.81385 -0.78460
H6 3.25058 1.01283 -0.58959
H7 3.20818 0.56136 1.21542
H8 3.59873 -0.70900 0.05350
H9 -2.68321 -1.88012 -0.50801
H10 -2.81926 -1.02272 0.84710
H11 -3.22367 -0.37941 -0.90260